{"formula": "C20H27N3S3", "method": "the ωB97M-V functional and the def2-TZVPD basis", "smiles": "CSc1cccc(NC(=S)N(CCCN2CCCC2)Cc2cccs2)c1", "homo_lumo_gap_ev": 8.23, "total_energy_ev": -58154.4374, "mol_weight_g_mol": 405.66, "homo_ev": -7.7363, "max_force_ha_per_bohr": 0.0162, "de_lowest_kj_mol": 10.5, "symbols": ["C", "S", "C", "C", "C", "C", "C", "N", "C", "S", "N", "C", "C", "C", "N", "C", "C", "C", "C", "C", "C", "C", "C", "C", "S", "C", "H", "H", "H", "H", "H", "H", "H", "H", "H", "H", "H", "H", "H", "H", "H", "H", "H", "H", "H", "H", "H", "H", "H", "H", "H", "H", "H"], "coordinates": [[-5.2393, -1.6172, 0.6560], [-5.5802, 0.1306, 0.3047], [-3.9780, 0.8652, 0.2169], [-3.9176, 2.1911, -0.2027], [-2.6929, 2.8244, -0.2803], [-1.5297, 2.1448, 0.0309], [-1.5869, 0.8095, 0.4317], [-0.3806, 0.1877, 0.7466], [-0.0338, -1.1270, 0.7579], [-1.0426, -2.3517, 0.2866], [1.2147, -1.3842, 1.2358], [1.8821, -2.6199, 0.8943], [2.7080, -2.5234, -0.3936], [1.8528, -2.2712, -1.6372], [1.3733, -0.9066, -1.7261], [0.2478, -0.7645, -2.6394], [0.1430, 0.7394, -2.9040], [1.5381, 1.2876, -2.5578], [2.3573, 0.0434, -2.2128], [1.8943, -0.4764, 2.1410], [2.9280, 0.4083, 1.5135], [4.2556, 0.1558, 1.3504], [4.9536, 1.2119, 0.7213], [4.1511, 2.2622, 0.4208], [2.5272, 1.9848, 0.9053], [-2.8206, 0.1806, 0.5514], [-4.8490, -1.7276, 1.6636], [-4.5442, -2.0132, -0.0781], [-6.1961, -2.1237, 0.5744], [-4.8289, 2.7090, -0.4568], [-2.6415, 3.8562, -0.5943], [-0.5730, 2.6447, -0.0313], [0.4023, 0.8290, 0.7141], [2.5330, -2.9043, 1.7258], [1.1186, -3.3931, 0.7733], [3.4574, -1.7376, -0.2992], [3.2281, -3.4746, -0.5215], [2.4394, -2.5384, -2.5370], [0.9816, -2.9289, -1.6019], [0.4353, -1.3057, -3.5826], [-0.6523, -1.1772, -2.1816], [-0.6204, 1.1906, -2.2717], [-0.1234, 0.9336, -3.9417], [1.4830, 1.9562, -1.6992], [1.9842, 1.8385, -3.3843], [2.8678, -0.3410, -3.1153], [3.1183, 0.2385, -1.4556], [1.1436, 0.1346, 2.6521], [2.3956, -1.0923, 2.8979], [4.7281, -0.7548, 1.6746], [6.0067, 1.1865, 0.5062], [4.4047, 3.1883, -0.0548], [-2.8577, -0.8356, 0.8972]], "forces_ev_per_a": [[0.092, 0.561, -0.045], [-0.111, -0.128, -0.004], [-0.103, -0.084, 0.038], [-0.069, -0.062, 0.006], [-0.042, -0.007, 0.029], [0.089, -0.166, 0.074], [-0.554, 0.274, -0.106], [0.767, 0.151, 0.286], [-0.037, -0.148, 0.178], [-0.470, -0.537, -0.250], [-0.263, 0.330, 0.222], [0.288, -0.354, -0.282], [-0.281, 0.003, -0.028], [0.170, -0.158, 0.083], [-0.061, 0.087, -0.171], [-0.246, -0.016, -0.088], [-0.046, -0.091, -0.043], [0.083, -0.025, -0.021], [0.183, 0.137, 0.094], [0.001, 0.037, 0.128], [0.042, 0.402, -0.031], [-0.271, 0.015, 0.096], [0.059, 0.147, -0.108], [-0.331, 0.092, -0.036], [0.548, -0.390, 0.257], [-0.056, -0.021, 0.066], [0.045, -0.131, 0.029], [0.053, -0.120, -0.008], [-0.045, -0.036, 0.000], [-0.090, 0.117, -0.066], [0.014, 0.087, -0.026], [0.118, 0.044, -0.044], [-0.156, -0.173, -0.073], [-0.060, 0.057, 0.038], [0.176, 0.076, 0.131], [0.102, -0.048, -0.041], [0.086, -0.024, 0.014], [-0.086, 0.055, 0.005], [0.059, -0.008, -0.049], [0.041, -0.015, -0.005], [0.012, -0.051, -0.074], [-0.022, 0.000, -0.047], [-0.062, 0.025, -0.004], [0.028, 0.023, -0.034], [0.035, 0.060, 0.015], [-0.021, -0.026, 0.012], [0.091, 0.017, -0.009], [0.102, -0.149, 0.015], [-0.105, 0.123, -0.061], [0.029, -0.207, 0.088], [0.181, 0.043, -0.044], [0.124, 0.181, -0.103], [-0.032, 0.031, -0.005]]}

{"formula": "C4H5ClN4O3", "method": "the ωB97M-V functional and the def2-TZVPD basis", "homo_lumo_gap_ev": 8.87, "total_energy_ev": -28850.2841, "mol_weight_g_mol": 192.56, "homo_ev": -9.2631, "max_force_ha_per_bohr": 0.0477, "de_lowest_kj_mol": 68.3, "symbols": ["C", "C", "C", "C", "N", "N", "N", "N", "O", "O", "O", "Cl", "H", "H", "H", "H", "H"], "coordinates": [[-0.8601, 1.3316, -0.8579], [-1.3794, 0.4747, 0.0552], [0.5475, 1.6730, -0.9410], [1.1535, -0.5239, 0.0117], [1.4238, 0.7829, -0.2966], [-0.5993, -0.3453, 0.7851], [0.9705, -1.4011, -0.9933], [-0.8885, -1.0672, 1.8823], [0.9843, 2.6845, -1.4367], [-1.9197, -0.8755, 2.4716], [-0.0322, -1.8728, 2.1843], [-3.1005, 0.3599, 0.2220], [-1.5232, 1.9406, -1.4483], [1.6548, -0.9338, 0.8870], [2.2817, 1.1958, 0.0436], [0.7735, -2.3574, -0.7404], [0.5134, -1.0660, -1.8285]], "forces_ev_per_a": [[-0.337, -0.037, -0.043], [-0.558, 0.042, 0.334], [0.123, -0.184, 0.228], [-1.272, -0.325, 0.888], [0.431, 0.481, -0.046], [2.209, 0.187, -1.051], [0.156, -0.231, -0.351], [-0.498, 0.421, -0.320], [0.016, 0.127, -0.081], [-0.493, -0.026, 0.559], [0.550, -0.694, 0.388], [-0.003, 0.134, -0.272], [-0.075, -0.030, -0.035], [-0.120, 0.146, -0.193], [-0.113, -0.088, -0.043], [-0.050, 0.078, 0.046], [0.033, -0.001, -0.008]]}

{"formula": "CH3NOS", "method": "the ωB97M-V functional and the def2-TZVPD basis", "smiles": "O=CNS", "homo_lumo_gap_ev": 9.93, "total_energy_ev": -15455.9985, "mol_weight_g_mol": 77.11, "homo_ev": -9.7499, "max_force_ha_per_bohr": 0.0842, "de_lowest_kj_mol": 271.2, "symbols": ["O", "C", "N", "S", "H", "H", "H"], "coordinates": [[-1.9279, -0.3870, -0.0863], [-0.9681, 0.3528, -0.2176], [0.2193, -0.4973, -0.3983], [1.9194, -0.1643, -0.2162], [-0.8048, 1.5239, -0.5572], [-0.2058, -1.3680, 0.2821], [1.7678, 0.5398, 1.1934]], "forces_ev_per_a": [[-0.258, 2.956, 0.580], [1.666, -1.366, -2.641], [-1.556, -1.828, 3.311], [-1.967, 1.934, 3.201], [-0.841, -2.723, 1.244], [2.165, 2.520, -2.780], [0.790, -1.493, -2.914]]}